C3H8N4S | wB97M-V/def2-TZVPD

```
! RIJCOSX wB97M-V def2-TZVPD def2/J DEFGRID3
* xyz 0 1
C 0.127 0.774 0.923
C 0.561 0.747 -0.458
C 0.235 -0.236 -1.316
H -0.948 0.123 3.659
H -1.250 1.568 2.647
H -1.202 -0.754 0.949
H 0.808 1.695 -0.740
H 0.783 -2.223 -0.219
H -0.171 -2.097 -1.726
H 0.762 0.722 -3.099
H 1.101 -0.855 -3.187
N -1.431 0.457 2.692
N -0.718 -0.101 1.539
N -0.018 -1.631 -0.878
N 0.420 -0.124 -2.737
S 0.942 1.933 1.952
*
```

As for the energy above the lowest of the compared OMol25 structures with the same formula, charge and spin: 63.9 kcal per mole. As for the structure (SMILES): NNC(=S)C=C(N)N. For the HOMO-LUMO gap, the calculation gives 7.77 eV. For the energy, the calculation gives -736.216256 hartree.

Here are the Löwdin charges for atoms 1 to 2, given in e:
1 C -0.73
2 C -0.13

=====

C4H5N3O | wB97M-V/def2-TZVPD

```
! RIJCOSX wB97M-V def2-TZVPD def2/J DEFGRID3
* xyz 0 1
C -1.858 -0.531 -0.427
C 0.211 -0.683 0.102
C 1.816 -0.290 0.570
C 1.145 1.113 0.064
H -3.831 -1.242 -0.319
H 2.604 -0.897 0.113
H 2.237 -0.332 1.521
H 1.938 1.599 -0.736
H 0.881 1.944 0.816
N -3.117 -0.479 -0.531
N -0.843 -1.333 0.247
N 0.029 0.401 -0.667
O -1.211 0.730 -0.753
*
```

As for the energy above the lowest of the compared OMol25 structures with the same formula, charge and spin: 144.7 kcal per mole. For the HOMO-LUMO gap, the calculation gives 9.45 eV. For the energy, the calculation gives -394.737035 hartree.

Here are the Löwdin charges for atoms 1 to 2, given in e:
1 C -0.38
2 C -0.30

=====

C2H2O2 | wB97M-V/def2-TZVPD

```
! RIJCOSX wB97M-V def2-TZVPD def2/J DEFGRID3
* xyz 0 1
C -0.766 0.267 -0.358
C 0.492 -0.261 0.034
O -1.723 0.929 -0.395
O 0.146 0.176 1.219
H 0.494 -1.437 -0.040
H 1.357 0.327 -0.460
*
```

As for the energy above the lowest of the compared OMol25 structures with the same formula, charge and spin: 45.5 kcal per mole. For the HOMO-LUMO gap, the calculation gives 10.02 eV. For the energy, the calculation gives -227.775271 hartree.

Here are the Löwdin charges for atoms 1 to 2, given in e:
1 C -0.07
2 C -0.36

=====

H18O9 | wB97M-V/def2-TZVPD

```
! RIJCOSX wB97M-V def2-TZVPD def2/J DEFGRID3
* xyz 0 1
O 0.279 -0.026 0.192
H -0.694 0.065 0.158
H 0.504 -0.498 -0.619
O 1.376 1.873 -2.141
H 1.411 1.886 -1.178
H 1.081 2.754 -2.388
O 1.262 -2.596 -1.486
H 2.011 -2.205 -1.000
H 0.528 -2.588 -0.862
O 3.314 -1.729 0.268
H 4.087 -1.347 -0.164
H 2.984 -1.034 0.848
O -2.437 0.026 -0.368
H -3.325 0.288 -0.107
H -2.532 -0.429 -1.212
O -1.593 3.206 0.912
H -1.593 3.711 1.730
H -1.852 2.317 1.186
O -0.082 -1.442 -3.691
H 0.509 -1.860 -3.037
H -0.665 -2.148 -3.984
O 0.343 0.229 2.955
H 1.144 0.188 3.483
H 0.610 0.076 2.031
O -2.416 0.768 2.769
H -1.456 0.625 2.861
H -2.798 -0.111 2.845
*
```

As for the energy above the lowest of the compared OMol25 structures with the same formula, charge and spin: 39.8 kcal per mole. As for the structure (SMILES): O.O.O.O.O.O.O.O.O. For the HOMO-LUMO gap, the calculation gives 10.95 eV. For the energy, the calculation gives -687.962426 hartree.

Here are the Löwdin charges for atoms 1 to 2, given in e:
1 O -0.06
2 H 0.02

=====

C6H11N4 | wB97M-V/def2-TZVPD

```
! RIJCOSX wB97M-V def2-TZVPD def2/J DEFGRID3
* xyz -1 1
C -1.555 -0.158 -0.218
C -0.088 -1.998 -0.098
C 0.575 1.996 0.004
C 2.299 0.107 0.304
C -0.126 -0.512 -0.528
C 0.756 0.419 0.324
N -2.445 0.322 -1.167
N -2.110 -0.491 0.885
N -3.599 0.270 -0.516
N -3.393 -0.139 0.690
H -1.096 -2.277 -0.494
H 0.780 -2.540 -0.438
H -0.109 -2.046 0.960
H 1.078 2.321 -0.943
H -0.526 2.136 0.073
H 1.098 2.500 0.779
H 2.832 0.642 -0.449
H 2.814 0.304 1.277
H 2.402 -0.893 -0.095
H 0.027 -0.305 -1.665
H 0.385 0.341 1.315
*
```

As for the energy above the lowest of the compared OMol25 structures with the same formula, charge and spin: 2.9 kcal per mole. For the HOMO-LUMO gap, the calculation gives 8.13 eV. For the energy, the calculation gives -454.239837 hartree.

Here are the Löwdin charges for atoms 1 to 2, given in e:
1 C -0.56
2 C -0.08

=====

C4H2F2 | wB97M-V/def2-TZVPD

```
! RIJCOSX wB97M-V def2-TZVPD def2/J DEFGRID3
* xyz 0 1
C 0.584 0.436 2.041
C 0.240 0.355 0.833
C 0.359 0.508 -0.761
C -0.731 -0.113 -0.068
F 0.151 -2.566 0.237
F -1.975 0.102 -0.197
H 0.126 1.417 -1.183
H 1.245 -0.138 -0.902
*
```

As for the energy above the lowest of the compared OMol25 structures with the same formula, charge and spin: 176.5 kcal per mole. For the HOMO-LUMO gap (spin up / spin down), the calculation gives 7.09 / 6.74 eV. For the energy, the calculation gives -352.979453 hartree.

Here are the Löwdin charges for atoms 1 to 2, given in e:
1 C 0.30
2 C -0.25

=====

C6H6O | wB97M-V/def2-TZVPD

```
! RIJCOSX wB97M-V def2-TZVPD def2/J DEFGRID3
* xyz 0 1
C 2.792 -0.670 0.665
C 1.852 -0.024 0.276
C 0.499 0.244 -0.084
C -0.351 1.243 0.153
C -1.751 0.774 -0.145
O -1.611 -0.562 -0.644
C -0.262 -0.981 -0.529
H 3.579 -1.262 1.072
H -0.130 2.212 0.593
H -2.359 0.790 0.783
H -2.271 1.396 -0.898
H 0.091 -1.402 -1.482
H -0.077 -1.758 0.239
*
```

As for the energy above the lowest of the compared OMol25 structures with the same formula, charge and spin: 67.7 kcal per mole. As for the structure (SMILES): C#CC1=CCOC1. For the HOMO-LUMO gap, the calculation gives 9.93 eV. For the energy, the calculation gives -307.355530 hartree.

Here are the Löwdin charges for atoms 1 to 2, given in e:
1 C 0.13
2 C -0.09

=====

C23H19BrN5O2Os | wB97M-V/def2-TZVPD

```
! RIJCOSX wB97M-V def2-TZVPD def2/J DEFGRID3
* xyz 3 1
Os -0.014 0.751 0.097
C 1.209 -0.048 2.595
N -0.072 -0.355 1.886
C -1.365 -0.011 2.554
C -2.364 0.086 1.436
N -1.939 0.497 0.189
C -3.075 0.481 -0.646
C -3.224 0.809 -1.983
C -4.505 0.696 -2.502
C -5.587 0.283 -1.717
C -5.441 -0.035 -0.373
C -4.160 0.076 0.128
N -3.644 -0.161 1.425
C 2.251 -0.060 1.513
N 1.898 0.327 0.244
C 3.058 0.219 -0.547
C 3.271 0.477 -1.892
C 4.560 0.273 -2.359
C 5.591 -0.166 -1.518
C 5.381 -0.419 -0.170
C 4.092 -0.215 0.282
N 3.519 -0.376 1.564
H 1.426 -0.757 3.395
H 1.131 0.955 3.024
H -0.077 -1.362 1.708
H -1.255 0.965 3.036
H -1.655 -0.743 3.308
H -2.392 1.138 -2.592
H -4.676 0.938 -3.542
H -6.567 0.212 -2.168
H -6.283 -0.343 0.232
H -4.195 -0.454 2.226
H 2.478 0.811 -2.548
H 4.779 0.455 -3.402
H 6.580 -0.311 -1.930
H 6.182 -0.752 0.477
H 4.023 -0.662 2.396
Br -2.555 4.297 0.194
C -1.008 5.277 -0.317
C -1.047 6.651 -0.425
C 0.103 7.321 -0.824
C 1.272 6.630 -1.123
C 1.307 5.250 -1.031
C 0.158 4.576 -0.619
C 0.131 3.125 -0.505
O 0.124 2.526 0.720
O 0.093 2.273 -1.410
H -1.958 7.191 -0.206
H 0.081 8.399 -0.907
H 2.155 7.170 -1.435
H 2.209 4.703 -1.275
*
```

As for the energy above the lowest of the compared OMol25 structures with the same formula, charge and spin: 0.0 kcal per mole. For the HOMO-LUMO gap (spin up / spin down), the calculation gives 4.52 / 4.52 eV. For the energy, the calculation gives -3975.845721 hartree.

Here are the Löwdin charges for atoms 1 to 2, given in e:
1 Os 1.69
2 C -0.04